Entry 1:
Here is a molecular structure, C8H18CrF6O11S2 in a non-equilibrium geometry from the Open Molecules 2025 dataset. Energies are from ωB97M-V/def2-TZVPD.

Each line ends with the Löwdin spin population.
Geometry (Å):
Cr  15.290  -1.601  -11.136  3.767
C  14.103  -2.954  -7.348  0.001
F  14.265  -3.625  -6.214  0.000
F  13.880  -3.827  -8.332  0.000
F  13.000  -2.199  -7.218  0.000
S  15.587  -1.909  -7.685  0.005
O  15.498  -0.862  -6.715  -0.001
O  16.694  -2.814  -7.606  0.002
O  15.332  -1.443  -9.056  0.027
C  16.169  -1.572  -15.570  -0.001
F  16.301  -2.900  -15.651  0.000
F  17.326  -1.083  -15.097  0.000
F  15.956  -1.073  -16.776  0.000
S  14.829  -1.112  -14.397  0.004
O  15.409  -1.591  -13.131  0.025
O  14.754  0.318  -14.476  0.002
O  13.672  -1.858  -14.783  0.002
C  14.587  -4.810  -11.306  0.003
C  16.062  -4.703  -10.946  0.003
O  16.579  -3.479  -11.427  0.029
O  14.023  -3.526  -11.174  0.030
H  14.132  -5.506  -10.588  0.001
H  14.402  -5.262  -12.284  0.000
H  16.584  -5.581  -11.327  0.001
H  16.150  -4.694  -9.859  0.000
H  17.115  -3.548  -12.222  0.001
H  13.212  -3.418  -11.679  0.001
C  16.386  1.295  -10.466  0.002
C  17.648  0.603  -10.871  0.003
O  17.398  -0.802  -10.786  0.027
O  15.356  0.775  -11.306  0.027
H  16.472  2.385  -10.433  0.001
H  16.102  1.049  -9.438  0.000
H  18.522  0.956  -10.318  0.001
H  17.898  0.817  -11.916  0.000
H  18.152  -1.206  -10.347  0.002
H  15.022  1.411  -11.945  0.001
C  12.639  0.532  -9.387  0.000
C  12.219  -0.625  -10.256  0.004
O  13.176  -0.870  -11.333  0.029
H  11.940  0.613  -8.551  0.000
H  12.609  1.455  -9.967  0.000
H  13.614  0.374  -8.932  0.000
H  11.240  -0.463  -10.706  0.001
H  12.172  -1.552  -9.682  0.000
H  12.772  -0.621  -12.171  0.002

Atoms 1-2, force components in eV/Å:
0.097 0.248 0.476
-0.080 0.381 0.237

The highest occupied orbital energy (spin up / spin down) is -8.67 / -10.33 eV. The value obtained for the orbital gap (spin up / spin down) is 8.8 / 10.5 eV. Its spin multiplicity is 5. The value obtained for the relative energy (zero: lowest compared OMol25 entry of this formula, charge and spin) is 0.00 kcal per mole.

Entry 2:
Here is a molecular structure, C8H18Cs3N2O10S2 in a non-equilibrium geometry from the Open Molecules 2025 dataset. Energies are from ωB97M-V/def2-TZVPD.

Each line ends with the Löwdin charge.
Geometry (Å):
Cs  1.344  0.426  5.350  1.082
Cs  4.221  -0.935  1.266  1.129
Cs  -1.831  1.962  2.883  1.126
S  1.061  0.374  1.762  0.038
O  1.402  -0.694  0.839  -0.520
O  2.259  0.913  2.367  -0.579
O  0.414  1.482  1.009  -0.492
O  0.131  -0.195  2.737  -0.663
C  0.578  0.775  -2.776  0.013
C  0.790  -0.701  -3.107  -0.543
O  0.618  -1.190  -4.205  0.059
N  1.178  -1.445  -2.024  -0.001
C  1.685  -2.786  -2.220  -0.076
H  0.401  0.875  -1.703  0.054
H  -0.170  1.259  -3.387  0.090
H  1.595  1.171  -2.888  0.088
H  1.319  -0.986  -1.138  0.063
H  2.375  -3.079  -1.429  0.070
H  2.200  -2.913  -3.173  0.086
H  0.846  -3.487  -2.265  0.090
C  1.404  4.051  -1.529  0.007
C  -0.023  4.455  -1.205  -0.551
O  -0.470  5.485  -1.678  0.049
N  -0.763  3.600  -0.460  0.005
C  -2.195  3.762  -0.229  -0.094
H  1.517  3.996  -2.610  0.089
H  1.656  3.067  -1.136  0.056
H  2.032  4.871  -1.188  0.086
H  -0.299  2.806  -0.026  0.049
H  -2.309  4.386  0.659  0.069
H  -2.489  2.727  -0.007  0.047
H  -2.886  4.026  -1.023  0.095
C  -1.019  -2.970  2.870  -0.206
C  -1.214  -2.551  1.423  -0.167
O  -2.113  -3.493  0.837  -0.180
S  -2.460  -4.761  1.819  0.661
O  -2.059  -6.018  1.292  -0.205
O  -3.793  -4.611  2.294  -0.223
O  -1.460  -4.294  3.007  -0.183
H  -1.549  -2.365  3.620  0.125
H  0.027  -2.867  3.173  0.119
H  -0.269  -2.548  0.882  0.116
H  -1.681  -1.576  1.318  0.123

Atoms 1-2, force components in eV/Å:
0.205 -0.062 -0.187
0.123 -0.013 -0.262

The highest occupied orbital energy is -11.07 eV. The value obtained for the orbital gap is 7.1 eV. Its spin multiplicity is 1. Its total charge is +1.

Entry 3:
Here is 2 unconnected molecules or ions with the total composition C8H18F2N2O4P from the Open Molecules 2025 dataset. Energies are from ωB97M-V/def2-TZVPD.

Each line ends with the Löwdin charge.
Geometry (Å):
C  4.733  -0.368  0.448  -0.130
C  3.953  0.934  0.617  -0.388
N  2.518  0.760  0.704  -0.223
P  1.737  0.778  2.331  0.432
F  3.021  -0.194  3.006  -0.439
C  0.234  1.777  1.726  -0.365
C  -0.337  1.414  0.346  -0.215
C  -0.839  0.000  0.269  -0.559
N  -1.893  -0.311  1.179  0.114
O  -0.455  -0.827  -0.538  0.029
H  4.623  -0.985  1.340  0.051
H  5.796  -0.178  0.266  0.053
H  4.347  -0.932  -0.409  0.058
H  4.215  1.610  -0.213  0.082
H  4.280  1.432  1.537  0.074
H  2.235  -0.079  0.205  0.050
H  1.039  -0.467  2.012  -0.002
H  1.165  0.767  3.668  -0.038
H  2.527  1.953  2.633  -0.008
H  0.479  2.844  1.711  0.061
H  -0.553  1.634  2.477  0.046
H  -1.198  2.063  0.143  0.104
H  0.408  1.540  -0.438  0.091
H  -2.300  -1.188  0.860  0.075
H  -1.498  -0.493  2.099  0.084
C  -2.892  -1.166  -2.500  -0.045
C  -3.946  -0.673  -3.471  -0.311
O  -4.922  -1.693  -3.424  0.124
C  -4.796  -2.358  -2.238  -0.556
O  -5.585  -3.142  -1.828  0.171
O  -3.667  -1.979  -1.611  0.074
F  -3.478  -0.565  -4.741  0.067
H  -2.163  -1.790  -3.019  0.150
H  -2.373  -0.392  -1.949  0.118
H  -4.415  0.275  -3.199  0.170

Atoms 1-2, force components in eV/Å:
-0.017 -0.040 0.002
0.014 0.035 0.068

The highest occupied orbital energy is -4.15 eV. The value obtained for the orbital gap is 6.8 eV. Its spin multiplicity is 1. Its total charge is -1.

Entry 4:
Here is C8H18F2NP in the gas phase in a non-equilibrium geometry from the Open Molecules 2025 dataset. Energies are from ωB97M-V/def2-TZVPD.

Each line ends with the Löwdin spin population.
Geometry (Å):
C  -0.760  0.065  -2.092  0.007
C  1.183  1.670  -1.798  0.110
C  1.613  -0.696  -1.344  0.012
C  -0.451  -1.939  0.614  0.012
C  0.082  -0.427  2.462  0.007
C  -2.056  -0.146  1.192  0.014
C  0.494  0.352  -1.205  0.021
C  -0.574  -0.466  1.075  0.026
N  0.234  0.520  0.215  0.287
F  -0.381  2.200  1.983  0.211
F  1.845  1.623  1.754  0.227
P  0.572  2.011  0.747  0.972
H  -1.201  -0.941  -2.143  0.000
H  -1.516  0.722  -1.818  0.005
H  -0.563  0.310  -3.085  0.001
H  2.009  2.125  -1.322  0.032
H  0.289  2.343  -1.947  0.029
H  1.296  1.486  -2.873  0.009
H  2.359  -0.311  -0.695  0.002
H  1.241  -1.684  -1.155  0.000
H  2.008  -0.764  -2.386  0.001
H  -1.001  -2.138  -0.273  0.000
H  0.583  -2.262  0.591  0.000
H  -0.973  -2.432  1.363  0.001
H  -0.209  0.516  3.004  0.003
H  1.080  -0.310  2.352  0.002
H  -0.122  -1.230  3.142  0.001
H  -2.027  0.795  1.528  0.008
H  -2.664  -0.126  0.240  0.001
H  -2.389  -0.866  1.876  0.000

Atoms 1-2, force components in eV/Å:
0.933 -1.052 1.247
-4.285 -0.707 -1.636

The highest occupied orbital energy (spin up / spin down) is -4.26 / -9.62 eV. The value obtained for the orbital gap (spin up / spin down) is 5.0 / 6.9 eV. Its spin multiplicity is 3.

Entry 5:
Here is a molecular structure, C8H18F3I2MoO4P2S in a non-equilibrium geometry from the Open Molecules 2025 dataset. Energies are from ωB97M-V/def2-TZVPD.

Each line ends with the Löwdin spin population.
Geometry (Å):
I  -2.350  0.239  -1.026  -0.175
I  2.403  0.129  -1.194  -0.293
Mo  -0.024  0.336  0.399  1.591
P  0.069  -2.935  0.165  0.007
C  -0.300  -4.289  1.296  -0.002
C  -1.162  -3.123  -1.193  -0.004
H  -1.265  -4.182  -1.496  -0.001
H  1.705  -4.346  -0.925  0.000
H  -0.824  -2.492  -2.026  0.000
H  1.840  -2.621  -1.418  -0.001
H  -1.229  -4.047  1.840  0.000
H  -2.116  -2.708  -0.833  -0.005
C  1.702  -3.304  -0.571  -0.002
H  -0.412  -5.234  0.752  0.000
H  2.450  -3.160  0.221  -0.001
H  0.578  -4.355  1.951  0.000
P  -0.018  2.681  -0.316  0.009
C  -0.198  3.464  1.290  0.035
C  1.494  3.400  -1.051  0.000
H  -1.287  2.834  -2.375  -0.001
H  -1.170  4.425  -1.556  -0.001
H  -2.319  3.170  -0.974  -0.004
C  -1.327  3.351  -1.406  -0.010
H  1.702  2.876  -2.000  -0.002
H  1.343  4.469  -1.247  0.000
H  -0.098  4.547  1.168  0.007
H  0.581  3.100  1.976  0.002
H  2.343  3.239  -0.364  0.000
H  -1.183  3.234  1.718  0.001
C  -0.562  0.429  2.497  0.058
O  -0.776  0.831  3.575  0.069
F  1.765  0.333  5.222  0.029
C  2.653  0.264  4.219  0.115
F  2.695  1.442  3.590  0.018
F  3.917  -0.010  4.723  0.038
S  2.102  -1.204  2.915  0.157
O  3.208  -1.973  2.365  0.136
O  1.180  -1.973  3.701  0.143
O  -0.017  -1.642  0.986  0.089

Atoms 1-2, force components in eV/Å:
1.972 0.052 1.529
-1.789 0.210 1.539

The highest occupied orbital energy (spin up / spin down) is -19.29 / -20.04 eV. The value obtained for the orbital gap (spin up / spin down) is 4.1 / 6.1 eV. Its spin multiplicity is 3. Its total charge is +3. The value obtained for the relative energy (zero: lowest compared OMol25 entry of this formula, charge and spin) is 0.00 kcal per mole.

Entry 6:
Here is a molecular structure, C8H18F4NaO4S2 in a non-equilibrium geometry from the Open Molecules 2025 dataset. Energies are from ωB97M-V/def2-TZVPD.

Each line ends with the Löwdin charge.
Geometry (Å):
Na  11.855  15.871  5.877  0.357
F  9.627  15.551  4.921  -0.760
C  13.174  18.984  4.838  -0.512
O  14.139  18.306  4.040  -0.094
O  12.515  18.230  5.712  -0.184
C  13.854  20.192  5.531  -0.530
F  14.511  20.976  4.611  0.080
F  13.004  21.019  6.173  0.116
F  14.785  19.798  6.432  0.105
C  15.250  17.703  4.659  -0.289
C  15.905  16.777  3.650  -0.086
H  16.532  17.387  2.982  0.067
H  16.603  16.079  4.114  0.066
H  15.181  16.271  3.019  0.056
H  14.928  17.104  5.516  0.110
H  15.974  18.460  4.975  0.108
H  12.499  19.395  4.073  0.143
C  9.223  14.763  9.102  -0.240
S  11.026  14.861  9.406  0.845
O  11.605  14.921  8.031  -0.554
C  11.037  16.572  9.985  -0.257
H  8.981  13.970  8.393  0.057
H  8.970  15.695  8.598  0.059
H  8.665  14.510  10.004  0.044
H  10.365  16.706  10.829  0.051
H  10.745  17.196  9.135  0.068
H  12.066  16.870  10.182  0.052
C  14.630  12.547  3.698  -0.260
S  13.140  13.410  4.308  0.865
O  13.715  14.592  5.040  -0.539
C  12.452  13.914  2.697  -0.234
H  15.220  12.267  4.570  0.044
H  15.220  13.270  3.133  0.050
H  14.453  11.648  3.108  0.046
H  12.530  13.147  1.927  0.048
H  12.940  14.817  2.327  0.060
H  11.403  14.134  2.904  0.044

Atoms 1-2, force components in eV/Å:
-0.692 0.812 -0.300
0.814 -0.282 0.260

The highest occupied orbital energy is -4.05 eV. The value obtained for the orbital gap is 6.2 eV. Its spin multiplicity is 1. Its total charge is -1.

Entry 7:
Here is a molecular structure, C8H18F6KO14P2S2 in a non-equilibrium geometry from the Open Molecules 2025 dataset. Energies are from ωB97M-V/def2-TZVPD.

Each line ends with the Löwdin charge.
Geometry (Å):
K  -4.247  7.283  8.193  0.988
C  -3.887  15.090  11.330  -0.599
F  -3.740  16.191  12.065  0.114
F  -5.197  14.774  11.490  0.061
F  -3.595  15.302  9.989  0.058
S  -2.885  13.568  11.976  0.415
O  -3.415  12.425  11.325  -0.345
O  -1.585  14.026  11.558  -0.350
O  -3.017  13.509  13.431  -0.349
C  1.456  6.793  12.553  -0.736
F  0.840  7.586  11.661  0.098
F  0.614  6.001  13.123  0.151
F  2.432  6.105  12.045  0.140
S  2.243  7.976  13.929  0.486
O  3.126  7.089  14.671  -0.376
O  2.923  9.062  13.259  -0.359
O  1.025  8.449  14.689  -0.402
C  -9.870  5.220  1.086  -0.153
O  -8.976  5.728  2.005  -0.230
P  -9.525  6.688  3.264  0.609
O  -8.492  7.305  4.182  -0.279
O  -10.637  5.818  4.110  -0.219
C  -10.400  5.646  5.506  -0.134
O  -10.581  7.779  2.502  -0.265
C  -10.223  9.162  2.264  -0.088
H  -10.884  5.445  1.415  0.084
H  -9.891  4.133  1.000  0.086
H  -9.466  5.549  0.129  0.098
H  -10.651  4.626  5.796  0.087
H  -10.867  6.355  6.190  0.092
H  -9.377  5.701  5.879  0.070
H  -10.992  9.773  2.737  0.088
H  -10.174  9.389  1.199  0.083
H  -9.236  9.329  2.693  0.075
C  2.469  8.031  4.446  -0.106
O  2.055  8.855  3.367  -0.216
P  0.825  9.842  3.604  0.434
O  -0.153  9.326  4.642  -0.291
O  0.090  10.103  2.181  -0.231
C  -0.236  9.114  1.211  -0.098
O  1.478  11.265  3.890  -0.216
C  0.750  12.227  4.687  -0.074
H  2.243  6.993  4.203  0.090
H  2.098  8.307  5.433  0.090
H  3.554  8.115  4.502  0.090
H  -0.105  9.540  0.216  0.089
H  -1.232  8.795  1.521  0.091
H  0.439  8.259  1.232  0.079
H  -0.234  11.895  5.018  0.079
H  0.486  13.027  3.996  0.091
H  1.363  12.402  5.571  0.101

Atoms 1-2, force components in eV/Å:
0.202 0.285 0.138
-0.074 -2.204 0.589

The highest occupied orbital energy is -4.99 eV. The value obtained for the orbital gap is 4.0 eV. Its spin multiplicity is 1. Its total charge is -1. The value obtained for the relative energy (zero: lowest compared OMol25 entry of this formula, charge and spin) is 151.71 kcal per mole.

Entry 8:
Here is 3 unconnected molecules or ions with the total composition C8H18IO7P2 from the Open Molecules 2025 dataset. Energies are from ωB97M-V/def2-TZVPD.

Each line ends with the Löwdin charge.
Geometry (Å):
O  -1.933  0.797  4.755  -0.588
P  -1.978  1.130  3.288  0.387
P  -0.033  1.582  2.164  0.008
I  -1.726  2.147  -0.062  -0.148
H  -2.563  0.114  2.481  -0.056
H  -2.841  2.221  2.998  -0.068
H  -0.093  0.217  1.669  -0.109
H  1.094  1.883  1.331  -0.116
H  -0.204  2.977  2.516  -0.099
H  0.731  1.256  3.331  -0.078
C  -4.792  0.326  -3.741  -0.022
C  -3.392  -0.213  -3.840  -0.333
C  -3.192  -1.483  -4.655  -0.110
O  -2.102  -2.109  -3.990  0.044
C  -2.079  -1.661  -2.691  -0.557
O  -1.390  -2.129  -1.848  0.167
O  -2.948  -0.646  -2.551  0.050
H  -5.098  0.741  -4.704  0.087
H  -5.488  -0.463  -3.453  0.087
H  -4.824  1.119  -2.996  0.091
H  -2.695  0.561  -4.176  0.160
H  -2.925  -1.320  -5.697  0.132
H  -4.073  -2.130  -4.586  0.132
C  3.406  -1.806  1.436  -0.019
C  4.382  -0.842  2.051  -0.325
C  3.775  0.412  2.663  -0.092
O  4.810  1.382  2.465  0.066
C  5.577  0.984  1.429  -0.572
O  6.404  1.656  0.895  0.149
O  5.237  -0.266  1.041  0.078
H  2.825  -2.285  2.226  0.093
H  2.717  -1.286  0.770  0.094
H  3.936  -2.578  0.879  0.084
H  5.043  -1.335  2.771  0.153
H  3.548  0.345  3.723  0.138
H  2.880  0.701  2.108  0.093

Atoms 1-2, force components in eV/Å:
0.085 0.003 -0.215
-0.225 0.043 -0.001

The highest occupied orbital energy is -4.56 eV. The value obtained for the orbital gap is 7.1 eV. Its spin multiplicity is 1. Its total charge is -1. The value obtained for the relative energy (zero: lowest compared OMol25 entry of this formula, charge and spin) is 0.00 kcal per mole.